Entry 1:
ORCA calculation (the ωB97M-V functional and the def2-TZVPD basis) on one molecule with the formula C3H3IN2O in a non-equilibrium geometry.

Geometry (Å):
C  1.0543  0.0556  0.1038
N  -0.1178  -0.5686  0.0083
H  1.5644  2.1202  0.0931
H  1.9726  -0.3812  0.0419
I  -3.2433  -0.1420  -0.1907
C  0.7891  1.3847  0.0691
C  -1.1147  0.3459  0.0254
H  0.1782  -2.4418  -0.3471
N  -0.6072  1.5592  0.0407
O  -0.4755  -1.9320  0.1555

Atoms 1-2, force components in eV/Å:
-0.068 1.297 -0.201
-2.744 -2.238 0.195

Values from the calculation:
orbital gap	9.06	eV
relative energy (zero: lowest compared OMol25 entry of this formula, charge and spin)	165.77	kJ/mol
2S+1	1
total charge	0
calculated total energy	-16285.2781	eV
SMILES	On1ccnc1I
LUMO level	0.10	eV
highest occupied orbital energy	-0.32912	Ha

Mulliken atomic charge list, values in e, 4 entries: -0.195, 0.200, 0.376, 0.436


Entry 2:
ORCA calculation (the ωB97M-V functional and the def2-TZVPD basis) on a 2-piece molecular cluster, C3H3IN2O2 overall in a non-equilibrium geometry.

Geometry (Å):
N  -0.3474  0.0419  0.7405
I  -3.5647  -2.5834  -0.3337
N  -1.8195  -2.1916  2.2134
H  1.2475  2.5825  -1.1509
C  -2.5317  -1.9789  1.3257
C  0.5164  0.3638  0.0482
O  -1.0903  -2.1296  3.1631
H  2.7170  2.1157  -1.3110
O  1.5379  0.5331  -0.6514
H  1.6395  1.5313  -2.5450
C  1.6952  1.7150  -1.4988

Atoms 1-2, force components in eV/Å:
-0.213 0.235 0.064
-1.763 -1.544 -3.137

Values from the calculation:
orbital gap (spin up / spin down)	6.46 / 6.06	eV
relative energy (zero: lowest compared OMol25 entry of this formula, charge and spin)	329.29	kJ/mol
2S+1	3
total charge	0
calculated total energy	-18327.0370	eV
<S²>	2.021
LUMO level (spin up / spin down)	0.46 / -3.11	eV
highest occupied orbital energy (spin up / spin down)	-0.22058 / -0.33699	Ha

Mulliken atomic charge list, values in e, 4 entries: -0.392, 0.039, 0.462, 0.365


Entry 3:
ORCA calculation (the ωB97M-V functional and the def2-TZVPD basis) on a 2-piece molecular cluster, C3H3IN2S overall in a non-equilibrium geometry.

Geometry (Å):
H  2.1048  -0.8521  0.9241
C  -0.7760  0.9079  -1.0190
C  0.2784  -0.2852  1.2852
N  1.1411  -0.9000  0.5020
H  -1.1274  1.4665  -0.2141
S  -1.6352  1.0603  2.7054
H  0.9805  -0.9550  -0.5697
C  -0.4440  0.2944  -2.0390
N  -0.4970  0.3864  1.8196
I  -0.0251  -1.1230  -3.3945

Atoms 1-2, force components in eV/Å:
-1.309 -0.390 -1.371
1.002 -1.952 -4.027

Values from the calculation:
orbital gap	7.64	eV
relative energy (zero: lowest compared OMol25 entry of this formula, charge and spin)	375.43	kJ/mol
2S+1	1
total charge	0
calculated total energy	-25071.1383	eV
LUMO level	-0.10	eV
highest occupied orbital energy	-0.28439	Ha

Mulliken atomic charge list, values in e, 4 entries: 0.253, 0.238, 0.440, -0.415


Entry 4:
ORCA calculation (the ωB97M-V functional and the def2-TZVPD basis) on one molecule with the formula C3H3IO2 in a non-equilibrium geometry.

Geometry (Å):
C  0.0932  -0.1727  0.3776
H  -0.7880  -2.2831  0.0843
C  0.4593  1.2142  -0.0642
H  0.7204  3.2260  -0.7211
O  0.6085  -1.1067  -0.4297
O  0.1520  -2.4038  -0.1002
C  0.7982  2.2545  -0.5655
H  0.1793  -0.4700  1.3943
I  -2.2229  -0.2585  0.0246

Atoms 1-2, force components in eV/Å:
-1.048 1.532 -1.016
-0.773 0.193 -0.150

Values from the calculation:
orbital gap	9.18	eV
relative energy (zero: lowest compared OMol25 entry of this formula, charge and spin)	485.78	kJ/mol
2S+1	1
total charge	0
calculated total energy	-15349.5019	eV
SMILES	C#C[C@@H](I)OO
LUMO level	-0.61	eV
highest occupied orbital energy	-0.35983	Ha

Mulliken atomic charge list, values in e, 4 entries: -0.361, 0.260, -0.437, 0.474


Entry 5:
ORCA calculation (the ωB97M-V functional and the def2-TZVPD basis) on a 2-piece molecular cluster, C3H3IO2 overall in a non-equilibrium geometry.

Geometry (Å):
O  -0.0839  -1.2089  -0.4924
C  -0.0910  0.1460  -0.6342
O  0.7100  2.0060  0.7615
H  -2.1684  -0.6651  -0.1223
C  0.8243  1.0219  0.1566
I  3.4236  -0.7583  0.3096
H  -1.0024  -0.4917  1.3935
H  -0.5587  0.5041  -1.5707
C  -1.0535  -0.5540  0.1983

Atoms 1-2, force components in eV/Å:
1.832 -2.538 -0.388
-2.051 2.895 -0.586

Values from the calculation:
orbital gap (spin up / spin down)	8.03 / 6.59	eV
relative energy (zero: lowest compared OMol25 entry of this formula, charge and spin)	131.35	kJ/mol
2S+1	3
total charge	0
calculated total energy	-15350.3423	eV
<S²>	2.005
LUMO level (spin up / spin down)	0.80 / -3.15	eV
highest occupied orbital energy (spin up / spin down)	-0.26565 / -0.35774	Ha

Mulliken atomic charge list, values in e, 4 entries: -0.350, 0.395, -0.323, 0.214


Entry 6:
ORCA calculation (the ωB97M-V functional and the def2-TZVPD basis) on one molecule with the formula C3H3IO3S in a non-equilibrium geometry.

Geometry (Å):
H  -0.6711  2.1639  -0.2809
H  -0.7084  -2.1769  -0.3787
S  1.3295  -0.5706  -0.1099
H  0.1359  1.3933  1.1776
C  -0.2649  1.2639  0.1822
O  1.0427  0.9788  -0.3362
C  -1.1016  0.0502  -0.1003
O  1.6914  -0.9050  1.2399
O  2.2393  -1.0303  -1.1092
C  -0.4725  -1.0846  -0.2619
I  -3.2201  -0.0826  -0.0225

Atoms 1-2, force components in eV/Å:
0.302 -0.047 0.133
0.054 1.597 0.090

Values from the calculation:
orbital gap	9.92	eV
relative energy (zero: lowest compared OMol25 entry of this formula, charge and spin)	4.43	kJ/mol
2S+1	1
total charge	0
calculated total energy	-28235.6292	eV
SMILES	O=S1(=O)C=C(I)CO1
LUMO level	-0.19	eV
highest occupied orbital energy	-0.37153	Ha

Mulliken atomic charge list, values in e, 4 entries: 0.307, 0.366, 1.008, 0.302


Entry 7:
ORCA calculation (the ωB97M-V functional and the def2-TZVPD basis) on C3H3InO2 as an isolated structure in a non-equilibrium geometry.

Geometry (Å):
O  -0.0969  1.0868  0.1619
H  -2.0948  1.4674  -0.4107
H  4.1801  0.0625  -0.1695
O  -0.2139  -1.1401  0.1898
C  -1.4430  -0.6297  -0.1292
C  -1.3553  0.6989  -0.2123
In  2.6348  -0.1688  0.4128
H  -2.2881  -1.3085  -0.1731
C  0.6772  -0.0685  0.3303

Atoms 1-2, force components in eV/Å:
1.845 -1.232 0.027
0.334 -0.177 0.101

Values from the calculation:
orbital gap (spin up / spin down)	6.14 / 8.69	eV
relative energy (zero: lowest compared OMol25 entry of this formula, charge and spin)	272.91	kJ/mol
2S+1	2
total charge	+1
calculated total energy	-12416.5701	eV
<S²>	0.755
LUMO level (spin up / spin down)	-5.51 / -5.80	eV
highest occupied orbital energy (spin up / spin down)	-0.42839 / -0.53245	Ha

Mulliken atomic charge list, values in e, 4 entries: -0.264, 0.376, 0.028, -0.273


Entry 8:
ORCA calculation (the ωB97M-V functional and the def2-TZVPD basis) on C3H3KLiO3 as an isolated structure in a non-equilibrium geometry.

Geometry (Å):
K  2.9296  -0.2666  2.4025
C  -0.0111  -0.8587  -0.2464
C  -2.0448  0.6646  -2.2760
C  -2.0383  -0.0185  -1.0681
H  -3.1645  1.6114  -1.2086
H  -1.1516  0.7593  -2.9014
O  0.3520  0.1076  0.3936
O  -1.0273  -1.0349  -0.9794
O  -2.9388  1.6126  -2.3144
H  -2.8910  -0.2455  -0.4249
Li  -0.8755  1.7999  0.4894

Atoms 1-2, force components in eV/Å:
0.183 -0.131 0.050
0.158 0.447 0.126

Values from the calculation:
orbital gap (spin up / spin down)	9.19 / 8.37	eV
relative energy (zero: lowest compared OMol25 entry of this formula, charge and spin)	119.49	kJ/mol
2S+1	2
total charge	+2
calculated total energy	-25813.9270	eV
<S²>	0.753
LUMO level (spin up / spin down)	-7.75 / -8.60	eV
highest occupied orbital energy (spin up / spin down)	-0.62271 / -0.62334	Ha

Mulliken atomic charge list, values in e, 4 entries: 0.975, 0.639, 0.378, -1.042


Entry 9:
ORCA calculation (the ωB97M-V functional and the def2-TZVPD basis) on C3H3LaO2 as an isolated structure in a non-equilibrium geometry.

Geometry (Å):
O  1.3553  1.8119  -0.9223
H  0.3241  -0.9819  -1.1740
C  1.2080  -0.6795  -0.5861
C  -1.2427  -0.1747  0.8459
H  1.9051  -1.3713  -1.0890
O  -2.2601  0.1853  1.1999
C  1.5169  0.6955  -0.9043
H  1.9994  -0.4279  0.3021
La  -4.8061  0.9425  2.3277

Atoms 1-2, force components in eV/Å:
1.110 -1.268 -0.064
-0.685 0.042 1.683

Values from the calculation:
orbital gap	5.18	eV
2S+1	1
total charge	+4
calculated total energy	-8057.4475	eV
LUMO level	-20.77	eV
highest occupied orbital energy	-0.95375	Ha

Mulliken atomic charge list, values in e, 4 entries: -0.027, 0.419, -0.850, 0.197


Entry 10:
ORCA calculation (the ωB97M-V functional and the def2-TZVPD basis) on C3H3LiNiO3 as an isolated structure in a non-equilibrium geometry.

Geometry (Å):
O  0.2237  0.4342  0.6173
O  -0.6003  -0.5093  -1.1773
Li  -1.7385  1.4196  -1.5668
C  -1.1684  0.7969  0.8041
C  -1.9497  -0.3551  0.7002
H  -1.6531  -1.3678  0.9821
Ni  2.1348  0.2651  0.9940
O  1.5880  -0.8249  -0.5048
H  -1.3482  1.7080  1.3714
H  -3.0360  -0.2858  0.7716
C  0.4439  -0.3327  -0.5228

Atoms 1-2, force components in eV/Å:
0.902 1.659 1.489
3.495 0.166 -1.061

Values from the calculation:
orbital gap (spin up / spin down)	7.29 / 5.55	eV
relative energy (zero: lowest compared OMol25 entry of this formula, charge and spin)	0.00	kJ/mol
2S+1	3
total charge	+2
calculated total energy	-50528.8622	eV
<S²>	2.004
LUMO level (spin up / spin down)	-10.82 / -12.51	eV
highest occupied orbital energy (spin up / spin down)	-0.66558 / -0.66378	Ha

Mulliken atomic charge list, values in e, 4 entries: -0.486, -0.571, 0.959, -0.641